Entry 1:
{
  "formula": "C23H29ClN2PRuS",
  "method": "ωB97M-V with the def2-TZVPD basis set",
  "symbols": ["Ru", "Cl", "P", "C", "C", "C", "C", "C", "C", "C", "C", "C", "C", "C", "C", "C", "C", "C", "C", "C", "C", "H", "H", "H", "H", "H", "H", "H", "H", "H", "H", "H", "H", "H", "H", "H", "H", "H", "C", "N", "C", "C", "S", "N", "C", "C", "H", "H", "H", "H", "H", "H", "H", "H", "H", "H", "H", "H"],
  "positions_angstrom": [[1.565272, -0.336894, 0.688871], [2.944811, 1.572667, 0.689256], [0.241790, -0.291220, -1.197211], [-0.531972, 1.252412, -1.841843], [-1.734705, 1.234148, -2.590172], [-2.181620, 2.422266, -3.174612], [-1.477903, 3.619416, -2.998027], [-0.307846, 3.655534, -2.204751], [0.126302, 2.454569, -1.639802], [1.814092, -0.507894, -2.200337], [2.475459, -1.731297, -2.104332], [3.662935, -1.927859, -2.789055], [4.195325, -0.937478, -3.620212], [3.471629, 0.279759, -3.751813], [2.274656, 0.468696, -3.064674], [-0.755065, -1.628312, -1.969761], [-1.416049, -2.554533, -1.186311], [-2.180368, -3.566288, -1.768270], [-2.278662, -3.617274, -3.196809], [-1.608886, -2.660068, -3.971189], [-0.838439, -1.673055, -3.381233], [2.005799, -2.454789, -1.435325], [4.183539, -2.877925, -2.717062], [5.106710, -1.093532, -4.173683], [3.861402, 1.028245, -4.429150], [1.643643, 1.361828, -3.222007], [-2.298948, 0.320095, -2.688403], [-3.095018, 2.413888, -3.797626], [-1.802657, 4.537412, -3.491777], [0.246439, 4.577016, -2.042136], [0.997769, 2.458476, -0.994067], [-1.261026, -2.441337, -0.094409], [-2.740968, -4.306681, -1.195422], [-2.903603, -4.373079, -3.670182], [-1.697309, -2.711851, -5.071759], [-0.296621, -0.956325, -3.985931], [-1.690595, 0.964423, 1.106585], [-1.872684, 0.683687, 0.423038], [-2.697971, -0.006545, 3.663888], [-1.422799, 0.439508, 4.179323], [-1.456347, 1.744998, 4.850014], [-0.260282, -0.068042, 3.686095], [-0.318105, -1.098485, 2.267499], [0.868522, 0.210608, 4.418215], [0.829064, 0.360961, 5.897379], [2.179759, -0.255335, 3.930012], [-3.500809, 0.447105, 4.259143], [-2.732451, -1.091344, 3.683239], [-2.775330, 0.323101, 2.630051], [-1.470837, 1.675345, 5.950824], [-0.588210, 2.359095, 4.578861], [-2.370471, 2.250739, 4.512392], [1.694875, -0.165019, 6.342740], [0.796171, 1.412577, 6.221137], [-0.049685, -0.133301, 6.338426], [2.257063, -1.373147, 3.997351], [2.214662, 0.016838, 2.823635], [2.956576, 0.293485, 4.521398]],
  "atomic_forces_ev_per_a": [[0.79, 0.68, 1.63], [-0.80, -0.74, 0.03], [-0.12, 0.53, -2.34], [-0.69, -0.49, -0.43], [0.77, 0.50, 0.27], [-0.30, 0.04, -0.22], [0.69, 0.06, 0.22], [-0.96, -0.80, -0.44], [0.49, 0.52, 0.44], [-1.34, 0.01, -0.32], [-0.12, 0.09, 0.59], [0.53, -0.46, -0.29], [-1.45, 0.75, 0.59], [0.30, -0.77, 0.07], [0.04, 0.91, -0.72], [0.11, 0.48, 1.02], [0.50, -0.02, 1.11], [-0.03, 0.14, -0.17], [0.41, 0.91, -0.43], [-0.76, -1.02, -0.93], [-0.07, -0.36, -0.72], [0.50, -0.41, -0.26], [-0.09, 0.09, 0.10], [0.10, -0.05, 0.01], [-0.15, 0.12, 0.08], [0.77, -0.44, 0.04], [-0.19, -0.04, -0.11], [0.62, 0.01, 0.50], [-0.07, -0.35, 0.18], [-0.18, -0.21, -0.03], [0.14, 0.10, -0.11], [-0.52, -0.41, -0.71], [0.27, 0.31, 0.06], [0.24, 0.12, 0.10], [0.09, 0.07, 0.78], [-0.02, 0.01, 0.01], [-0.20, -0.16, -0.81], [-0.01, 0.48, 0.59], [-0.22, -0.03, -0.30], [1.33, 0.03, -0.30], [0.05, 0.41, 0.42], [0.04, 0.36, 1.74], [0.73, 0.38, 0.56], [-0.38, -0.91, -0.59], [-0.33, -0.16, 0.43], [-0.28, 0.20, -0.76], [0.28, -0.38, -0.15], [-0.29, -0.04, 0.11], [-0.41, -0.05, -0.04], [-0.18, -0.09, -0.47], [-0.21, -0.25, -0.09], [0.36, -0.05, 0.16], [-0.31, 0.49, -0.45], [0.31, -0.40, -0.21], [0.12, 0.12, -0.45], [0.12, 0.98, 0.17], [0.56, -0.12, 1.67], [-0.54, -0.69, -0.83]],
  "energy_ev": -62510.598,
  "lumo_energy_ha": [-0.2391, -0.3991],
  "orbital_gap_ev": [6.9, 3.2],
  "charge": 2,
  "multiplicity": 6
}


Entry 2:
{
  "formula": "C16H16F3N5",
  "method": "ωB97M-V with the def2-TZVPD basis set",
  "symbols": ["N", "F", "F", "F", "C", "N", "C", "C", "C", "C", "C", "C", "C", "C", "C", "N", "N", "N", "C", "C", "C", "C", "C", "C", "H", "H", "H", "H", "H", "H", "H", "H", "H", "H", "H", "H", "H", "H", "H", "H"],
  "positions_angstrom": [[1.462851, -3.308929, -1.373062], [5.886325, -2.465520, -0.970440], [4.430867, -3.107154, -2.566761], [5.916762, -1.508598, -2.967710], [2.065237, -2.358339, -1.197267], [4.418892, 0.239389, -1.132400], [4.154169, -1.018431, -1.432338], [2.718412, -1.107105, -1.259853], [2.192373, 0.078370, -0.906389], [-5.432853, -0.197812, 2.477447], [-4.997896, -1.156039, 1.504439], [-4.683752, 1.003388, 2.676765], [-3.913837, -0.951726, 0.632976], [-3.677316, 1.201005, 1.720160], [-3.154205, 0.217890, 0.900665], [3.240555, 0.930389, -0.859549], [0.871617, 0.375565, -0.601430], [-1.821129, 0.384616, 0.404124], [5.113109, -2.014228, -1.986554], [3.289737, 2.472220, -0.571983], [0.618663, 1.188347, 0.520693], [-0.236931, -0.054725, -1.503440], [-0.736721, 0.990732, 1.311948], [-1.382466, -0.590241, -0.620813], [-6.133436, -0.567184, 3.208949], [-5.560501, -2.075339, 1.286769], [-4.925183, 1.723300, 3.473533], [-3.653287, -1.679479, -0.062426], [-3.099992, 2.107177, 1.823551], [3.939145, 2.864197, -1.332896], [2.227360, 2.705852, -0.686234], [3.863585, 2.760789, 0.309918], [1.385347, 1.081706, 1.322164], [0.655071, 2.230282, 0.259800], [-0.512701, 0.791011, -2.167662], [0.137567, -0.783331, -2.154552], [-0.419510, 0.073396, 1.941435], [-1.048197, 1.812573, 1.918049], [-2.143960, -0.849236, -1.314368], [-1.053768, -1.438778, -0.025260]],
  "atomic_forces_ev_per_a": [[-0.77, -1.47, 0.31], [-0.21, -0.13, -1.02], [1.29, 1.98, 1.24], [-0.80, -0.51, 1.20], [-0.25, 1.17, -0.91], [0.75, 1.43, -0.38], [-3.45, 2.86, 0.49], [1.52, -3.65, -0.44], [-0.98, 1.21, 0.56], [1.80, -0.68, 0.12], [-0.56, 0.87, -0.79], [-1.12, -1.84, -1.74], [-0.65, 2.11, 2.80], [0.42, 0.86, 2.01], [1.26, -0.74, -0.97], [2.44, 0.57, 0.57], [0.47, -1.31, -1.02], [-0.74, 1.76, -0.64], [0.22, -1.17, -0.68], [0.15, -2.84, -1.12], [-1.10, 1.91, 2.11], [0.15, 1.71, 2.02], [0.75, -5.36, -1.87], [1.42, 1.33, 1.05], [-0.43, 0.32, 0.00], [0.02, 0.46, 0.64], [0.14, -0.35, -0.66], [0.51, -1.09, -0.95], [0.11, 0.18, -0.11], [-0.30, 0.22, -0.90], [0.71, 0.77, 0.34], [-0.90, -0.60, 0.62], [-0.19, -0.20, -0.78], [-0.13, 0.88, -0.26], [-0.35, -0.20, 0.59], [0.49, -1.40, -0.71], [-0.83, 1.46, -0.01], [-0.12, 0.45, -0.01], [-1.08, -0.20, -0.12], [0.32, -0.76, -0.59]],
  "energy_ev": -32451.399,
  "lumo_energy_ha": 0.0129,
  "orbital_gap_ev": 8.2,
  "relative_energy_kcal_mol": 41.3,
  "charge": 0,
  "smiles": "Cn1nc(C(F)(F)F)c(C#N)c1N1CCN(c2ccccc2)CC1"
}


Entry 3:
{
  "formula": "C14H31Br2F3NO4",
  "method": "ωB97M-V with the def2-TZVPD basis set",
  "symbols": ["F", "C", "F", "Br", "C", "F", "Br", "C", "C", "C", "C", "O", "C", "C", "N", "H", "H", "H", "H", "H", "H", "H", "H", "H", "H", "H", "H", "H", "C", "C", "O", "H", "H", "H", "H", "H", "H", "C", "C", "O", "H", "H", "H", "H", "H", "H", "C", "C", "O", "H", "H", "H", "H", "H", "H"],
  "positions_angstrom": [[2.556175, 1.421771, 2.593471], [2.342500, 1.139038, 1.143001], [3.568940, 0.585219, 0.466558], [2.076642, 2.972344, 0.288053], [0.971908, 0.299180, 0.811846], [-0.160117, 1.289313, 0.957778], [0.859970, -0.301589, -1.134777], [0.635048, -0.919821, 1.854751], [1.940958, -1.720629, 2.437847], [2.869692, -2.446882, 1.288318], [2.433145, -3.998960, 0.986778], [3.519937, -4.873291, 0.519004], [4.558096, -4.134646, -0.216398], [5.239388, -2.896652, 0.677717], [4.304437, -2.494638, 1.815999], [-0.072398, -0.474959, 2.704960], [-0.045570, -1.710599, 1.277862], [1.510621, -2.607734, 3.111238], [2.590783, -1.065736, 3.194998], [2.904512, -1.888216, 0.260752], [1.563119, -3.994034, 0.170343], [1.953271, -4.518685, 1.947627], [4.097986, -3.663673, -1.205702], [5.440592, -4.840192, -0.601178], [5.278331, -1.959159, -0.052579], [6.327030, -3.154096, 1.045334], [4.507655, -1.532987, 2.191268], [4.353418, -3.249639, 2.539656], [-2.406387, 3.067821, -1.086279], [-2.728866, 1.738114, -1.736000], [-1.852027, 1.506895, -2.828677], [-2.501452, 3.883182, -1.810870], [-3.076679, 3.263300, -0.244521], [-1.372958, 3.081918, -0.724860], [-3.755017, 1.736166, -2.115206], [-2.623509, 0.916286, -1.021203], [-0.944125, 1.502168, -2.480091], [-2.299840, 6.823375, -3.631297], [-3.617609, 7.035993, -2.915387], [-4.616965, 6.200497, -3.480618], [-2.401720, 7.045132, -4.698690], [-1.519579, 7.463722, -3.210336], [-1.979983, 5.779237, -3.552135], [-3.944438, 8.075186, -3.015618], [-3.527241, 6.803859, -1.849844], [-4.321094, 5.279646, -3.379063], [-3.659200, -2.713348, 1.784356], [-2.821421, -3.556346, 0.845351], [-2.180208, -4.596397, 1.568808], [-3.035085, -2.279999, 2.572756], [-4.156847, -1.903963, 1.242779], [-4.419498, -3.325419, 2.280456], [-2.049141, -2.945601, 0.368529], [-3.440427, -4.003671, 0.061660], [-2.874759, -5.137804, 1.981480]],
  "atomic_forces_ev_per_a": [[-0.34, -1.79, -4.37], [0.70, 2.24, -0.53], [-3.38, 0.85, 2.74], [0.65, -1.78, 0.89], [-1.64, 0.39, 1.32], [2.99, -2.65, -0.21], [0.43, 0.63, 2.00], [-0.67, -0.41, -0.44], [-0.48, -0.76, 0.69], [-1.15, -0.41, -0.41], [-1.69, -0.18, -0.13], [0.91, 2.25, 0.14], [0.35, 0.62, -1.05], [0.75, 0.21, -2.18], [-0.15, -0.34, -0.55], [1.94, -0.87, -1.73], [1.53, 1.81, 1.16], [0.85, 1.98, -1.44], [-1.34, -1.18, -1.92], [-0.02, -0.77, 2.14], [1.88, 0.18, 1.67], [1.31, 1.17, -1.99], [0.81, -0.87, 2.12], [-2.23, 1.28, 1.28], [0.11, -1.96, 1.72], [-2.42, 0.55, -0.43], [0.19, -1.33, -0.19], [0.00, 1.05, -0.32], [-0.12, 0.18, 0.13], [0.29, 0.20, 0.09], [0.35, -0.19, -0.17], [-0.06, -0.12, 0.07], [0.10, 0.05, -0.03], [-0.09, -0.05, 0.07], [0.23, -0.10, -0.10], [-0.17, 0.01, 0.16], [-0.50, 0.08, -0.19], [0.20, 0.14, -0.10], [0.16, -0.30, -0.10], [-0.18, -0.34, 0.02], [-0.02, 0.04, 0.18], [0.01, -0.09, -0.06], [0.03, 0.07, 0.09], [-0.12, -0.23, -0.02], [0.11, 0.18, 0.09], [-0.19, 0.49, -0.10], [-0.06, 0.25, 0.01], [-0.42, -0.12, 0.26], [0.16, -0.33, 0.18], [-0.03, -0.01, -0.13], [-0.03, -0.07, 0.10], [0.00, 0.08, -0.14], [0.05, -0.19, 0.03], [0.01, 0.21, -0.12], [0.40, 0.25, -0.21]],
  "energy_ev": -172925.990,
  "lumo_energy_ha": -0.1191,
  "orbital_gap_ev": 8.2,
  "relative_energy_kcal_mol": 110.3,
  "charge": 1
}